{"formula": "C5H13ClSi", "method": "ωB97M-V/def2-TZVPD", "gap_ev": 6.2777, "relative_energy_kj_mol": 507.69, "e_tot_ev": -25792.9023, "e_lumo_ev": -2.0766, "e_homo_ev": -8.35, "species": ["C", "C", "C", "C", "C", "Si", "Cl", "H", "H", "H", "H", "H", "H", "H", "H", "H", "H", "H", "H", "H"], "xyz": [[0.75, -2.85, -0.33], [0.51, 2.44, 0.42], [-1.53, 1.65, -0.68], [-0.43, -2.22, 0.44], [-0.15, 1.16, -0.17], [-0.15, -0.44, 1.01], [3.01, 0.15, -0.62], [1.74, -2.82, 0.07], [0.49, -3.80, -0.62], [0.86, -2.23, -1.20], [0.85, 3.08, -0.49], [-0.13, 3.07, 1.05], [1.35, 2.05, 1.03], [-2.06, 2.20, 0.13], [-2.15, 0.85, -1.16], [-1.33, 2.41, -1.52], [-0.74, -2.73, 1.41], [-1.18, -2.49, -0.31], [0.64, 0.92, -1.01], [-0.36, -0.41, 2.57]]}

=====

{"formula": "C2H5N5O", "method": "ωB97M-V/def2-TZVPD", "gap_ev": 8.6894, "relative_energy_kj_mol": 425.20, "e_tot_ev": -11648.1378, "e_lumo_ev": 0.4229, "e_homo_ev": -8.27, "species": ["C", "C", "H", "H", "H", "H", "H", "N", "N", "N", "N", "N", "O"], "xyz": [[1.06, -0.56, -0.19], [-1.20, 0.00, -0.11], [0.18, 2.50, -0.68], [0.07, 2.29, 0.98], [2.27, 1.01, 0.34], [-1.68, -2.21, 0.39], [-2.49, 1.55, -0.52], [0.42, 1.89, 0.10], [0.12, 0.58, -0.28], [0.52, -1.76, -0.05], [-0.86, -1.46, 0.12], [-2.49, 0.46, 0.15], [2.32, 0.03, 0.13]]}

=====

{"formula": "CCdF3NO2S2", "method": "ωB97M-V/def2-TZVPD", "gap_ev": [8.4294, 5.6346], "relative_energy_kj_mol": 2.83, "e_tot_ev": -41005.5340, "e_lumo_ev": [-1.5976, -2.4732], "e_homo_ev": [-10.03, -8.11], "species": ["Cd", "N", "S", "S", "O", "O", "C", "F", "F", "F"], "xyz": [[-1.19, 0.31, -2.51], [-0.43, -0.87, -1.10], [-0.46, -2.62, -0.97], [-0.68, 0.09, 0.11], [-1.46, -0.31, 1.28], [-1.05, 1.37, -0.60], [1.02, 0.44, 0.82], [0.91, 1.33, 1.80], [1.54, -0.68, 1.30], [1.80, 0.93, -0.13]]}

=====

{"formula": "C26H29FN6O2", "method": "ωB97M-V/def2-TZVPD", "gap_ev": 8.7341, "relative_energy_kj_mol": 140.73, "smiles": "CCC(C)(C)NC(=O)[C@H](c1cccn1C)N(C(=O)Cn1nnc2ccccc21)c1ccc(F)cc1", "e_tot_ev": -43186.3570, "e_lumo_ev": 0.5399, "e_homo_ev": -8.19, "species": ["C", "C", "C", "C", "C", "N", "C", "O", "C", "C", "C", "C", "C", "N", "C", "N", "C", "O", "C", "N", "N", "N", "C", "C", "C", "C", "C", "C", "C", "C", "C", "C", "F", "C", "C", "H", "H", "H", "H", "H", "H", "H", "H", "H", "H", "H", "H", "H", "H", "H", "H", "H", "H", "H", "H", "H", "H", "H", "H", "H", "H", "H", "H", "H"], "xyz": [[-4.54, -2.24, -0.93], [-3.35, -2.95, -0.29], [-2.77, -2.26, 0.95], [-1.67, -3.14, 1.56], [-3.84, -1.96, 2.00], [-2.18, -1.00, 0.50], [-1.58, -0.08, 1.27], [-1.38, -0.18, 2.46], [-1.19, 1.20, 0.49], [-2.37, 1.67, -0.30], [-2.76, 1.34, -1.58], [-3.99, 1.99, -1.82], [-4.30, 2.68, -0.69], [-3.32, 2.49, 0.24], [-3.28, 3.07, 1.55], [-0.04, 0.98, -0.39], [0.49, 2.10, -0.93], [0.03, 3.20, -0.73], [1.74, 1.92, -1.81], [2.74, 1.11, -1.20], [3.27, 0.04, -1.81], [4.10, -0.54, -1.05], [4.16, 0.12, 0.14], [4.89, -0.10, 1.30], [4.70, 0.77, 2.34], [3.81, 1.85, 2.25], [3.08, 2.10, 1.11], [3.27, 1.22, 0.05], [0.49, -0.33, -0.53], [1.11, -0.94, 0.55], [1.62, -2.22, 0.42], [1.50, -2.87, -0.80], [1.99, -4.12, -0.92], [0.88, -2.28, -1.88], [0.37, -1.00, -1.75], [-4.31, -1.19, -1.15], [-5.41, -2.27, -0.29], [-4.80, -2.73, -1.87], [-3.66, -3.96, 0.00], [-2.55, -3.06, -1.03], [-0.93, -3.40, 0.81], [-1.18, -2.61, 2.36], [-2.11, -4.05, 1.95], [-4.56, -1.24, 1.63], [-4.36, -2.88, 2.27], [-3.37, -1.56, 2.89], [-2.32, -0.76, -0.47], [-0.91, 1.96, 1.23], [-2.22, 0.73, -2.27], [-4.56, 1.94, -2.72], [-5.14, 3.31, -0.47], [-4.21, 3.60, 1.73], [-2.45, 3.78, 1.62], [-3.15, 2.30, 2.31], [2.12, 2.92, -2.02], [1.47, 1.44, -2.76], [5.57, -0.94, 1.37], [5.24, 0.63, 3.27], [3.70, 2.51, 3.10], [2.40, 2.93, 1.03], [1.20, -0.42, 1.49], [2.12, -2.71, 1.24], [0.81, -2.81, -2.82], [-0.11, -0.52, -2.58]]}

=====

{"formula": "C27H69B4NO21P4", "method": "ωB97M-V/def2-TZVPD", "gap_ev": 8.1275, "smiles": "[H]/N=C\\CB1OBOB(B(O)OC)O1.CCOP(=O)(OCC)OCC.CCOP(=O)(OCC)OCC.CCOP(=O)(OCC)OCC.CCOP(=O)(OCC)OCC", "e_tot_ev": -113466.5212, "e_lumo_ev": -1.7543, "e_homo_ev": -9.88, "species": ["H", "N", "C", "C", "B", "O", "B", "O", "B", "B", "O", "O", "C", "O", "H", "H", "H", "H", "H", "H", "H", "H", "C", "C", "O", "P", "O", "O", "C", "C", "O", "C", "C", "H", "H", "H", "H", "H", "H", "H", "H", "H", "H", "H", "H", "H", "H", "H", "C", "C", "O", "P", "O", "O", "C", "C", "O", "C", "C", "H", "H", "H", "H", "H", "H", "H", "H", "H", "H", "H", "H", "H", "H", "H", "C", "C", "O", "P", "O", "O", "C", "C", "O", "C", "C", "H", "H", "H", "H", "H", "H", "H", "H", "H", "H", "H", "H", "H", "H", "H", "C", "C", "O", "P", "O", "O", "C", "C", "O", "C", "C", "H", "H", "H", "H", "H", "H", "H", "H", "H", "H", "H", "H", "H", "H", "H"], "xyz": [[1.97, -1.78, -0.88], [1.83, -1.16, -0.05], [1.01, -1.75, 0.88], [0.31, -3.22, 0.64], [-0.74, -3.06, -0.65], [-0.34, -3.82, -1.88], [-0.64, -3.00, -3.06], [-1.25, -1.65, -3.05], [-2.10, -1.43, -1.86], [-3.30, -0.26, -1.99], [-4.61, -0.35, -1.29], [-3.09, 1.00, -2.80], [-3.11, 0.70, -4.24], [-1.95, -2.20, -0.58], [0.81, -1.17, 1.88], [1.16, -4.00, 0.40], [-0.26, -3.57, 1.62], [-0.40, -3.48, -4.13], [-5.15, -1.13, -1.62], [-3.67, -0.31, -4.43], [-3.47, 1.59, -4.90], [-1.97, 0.49, -4.55], [1.33, 3.84, 6.26], [1.13, 3.12, 4.94], [-0.16, 2.53, 4.86], [-1.43, 3.35, 4.15], [-0.62, 3.76, 2.90], [-2.15, 2.02, 3.44], [-2.31, 1.96, 2.03], [-1.14, 1.25, 1.38], [-2.34, 2.88, 5.54], [-2.01, 3.29, 6.85], [-2.19, 4.78, 7.05], [0.63, 4.66, 6.37], [2.35, 4.24, 6.33], [1.18, 3.16, 7.10], [1.32, 3.81, 4.11], [1.86, 2.31, 4.85], [-2.46, 2.97, 1.61], [-3.23, 1.40, 1.82], [-0.17, 1.62, 1.75], [-1.16, 1.37, 0.30], [-1.17, 0.18, 1.62], [-1.01, 2.96, 7.11], [-2.69, 2.76, 7.53], [-1.64, 5.35, 6.30], [-1.84, 5.07, 8.05], [-3.24, 5.05, 6.96], [-8.90, 6.04, -5.21], [-8.11, 5.35, -4.12], [-8.73, 4.14, -3.70], [-8.30, 2.68, -4.37], [-6.78, 2.93, -4.24], [-8.44, 1.77, -2.99], [-7.31, 1.07, -2.48], [-6.58, 1.91, -1.45], [-10.00, 2.39, -4.53], [-10.85, 3.20, -5.31], [-10.55, 3.09, -6.79], [-8.96, 5.41, -6.10], [-8.44, 6.99, -5.48], [-9.93, 6.24, -4.88], [-7.08, 5.19, -4.46], [-8.06, 6.00, -3.24], [-6.65, 0.75, -3.29], [-7.68, 0.15, -1.99], [-6.41, 2.94, -1.79], [-5.62, 1.46, -1.19], [-7.18, 2.00, -0.53], [-10.82, 4.23, -4.97], [-11.87, 2.86, -5.14], [-9.50, 3.29, -7.00], [-11.17, 3.79, -7.36], [-10.76, 2.07, -7.14], [8.42, 1.98, 5.36], [7.19, 1.44, 4.66], [6.75, 0.22, 5.25], [5.58, 0.23, 6.44], [4.64, 1.18, 5.67], [4.82, -1.18, 5.98], [3.45, -1.16, 5.60], [3.30, -0.98, 4.10], [6.64, -0.83, 7.31], [7.93, -0.46, 7.73], [7.90, 0.62, 8.79], [8.20, 2.23, 6.40], [8.78, 2.89, 4.86], [9.23, 1.25, 5.35], [6.41, 2.20, 4.65], [7.44, 1.21, 3.62], [2.90, -0.39, 6.16], [3.01, -2.12, 5.89], [3.93, -0.17, 3.72], [2.26, -0.78, 3.83], [3.62, -1.89, 3.58], [8.54, -0.18, 6.87], [8.40, -1.35, 8.15], [7.32, 1.48, 8.47], [8.92, 0.94, 9.03], [7.44, 0.24, 9.70], [6.60, -4.64, -3.48], [6.39, -5.36, -4.81], [5.10, -5.95, -4.88], [3.84, -5.13, -5.59], [4.65, -4.72, -6.84], [3.11, -6.45, -6.30], [2.95, -6.51, -7.71], [4.13, -7.23, -8.36], [2.92, -5.59, -4.20], [3.26, -5.18, -2.89], [3.08, -3.70, -2.69], [5.89, -3.81, -3.38], [7.61, -4.23, -3.42], [6.45, -5.32, -2.64], [6.59, -4.67, -5.63], [7.12, -6.17, -4.89], [2.81, -5.51, -8.13], [2.04, -7.07, -7.92], [5.09, -6.86, -7.99], [4.11, -7.11, -9.45], [4.10, -8.30, -8.13], [4.25, -5.52, -2.63], [2.58, -5.71, -2.21], [3.63, -3.12, -3.44], [3.42, -3.40, -1.69], [2.02, -3.42, -2.79]]}

=====

{"formula": "C22H24N7O5RuS", "method": "ωB97M-V/def2-TZVPD", "gap_ev": [8.3174, 7.5698], "relative_energy_kj_mol": 0.00, "e_tot_ev": -57290.3517, "e_lumo_ev": [0.3090, -0.5072], "multiplicity": 2, "e_homo_ev": [-8.01, -8.08], "species": ["Ru", "O", "C", "C", "N", "C", "C", "O", "O", "C", "C", "O", "O", "H", "H", "H", "H", "H", "H", "H", "H", "H", "S", "C", "C", "C", "C", "C", "N", "H", "H", "H", "H", "C", "C", "N", "C", "C", "N", "C", "N", "N", "N", "C", "C", "C", "C", "C", "C", "H", "H", "H", "H", "H", "H", "H", "H", "H", "H", "H"], "xyz": [[-1.27, 0.60, -0.60], [-2.89, -0.41, -1.78], [-3.69, 0.66, -2.32], [-2.79, 1.79, -2.81], [-1.93, 2.24, -1.71], [-2.68, 3.09, -0.74], [-3.36, 2.29, 0.36], [-4.30, 2.75, 0.97], [-2.81, 1.12, 0.58], [-0.69, 2.95, -2.10], [0.24, 2.93, -0.89], [0.92, 3.88, -0.59], [0.26, 1.79, -0.23], [-2.31, -0.73, -2.49], [-4.35, 0.97, -1.51], [-4.31, 0.28, -3.13], [-3.39, 2.61, -3.21], [-2.13, 1.40, -3.59], [-3.39, 3.73, -1.26], [-1.96, 3.75, -0.24], [-0.89, 3.99, -2.40], [-0.23, 2.40, -2.92], [0.08, -0.91, -1.83], [0.54, -0.47, -3.47], [1.63, -1.13, -4.05], [1.98, -0.81, -5.35], [1.26, 0.16, -6.04], [0.21, 0.76, -5.38], [-0.15, 0.45, -4.13], [2.18, -1.87, -3.48], [2.82, -1.31, -5.82], [1.51, 0.44, -7.05], [-0.38, 1.53, -5.87], [0.01, 0.80, 2.71], [-0.45, -0.50, 2.16], [-0.81, -0.79, 0.92], [-1.17, -2.11, 0.89], [-1.02, -2.65, 2.12], [-0.56, -1.62, 2.92], [-0.22, -1.75, 4.32], [1.17, -1.46, 4.56], [1.51, -0.51, 5.47], [2.77, -0.37, 5.49], [3.32, -1.22, 4.55], [4.65, -1.42, 4.17], [4.89, -2.34, 3.17], [3.83, -3.04, 2.55], [2.52, -2.85, 2.92], [2.29, -1.93, 3.94], [-0.16, 1.58, 1.98], [1.08, 0.77, 2.92], [-0.52, 1.03, 3.63], [-1.52, -2.57, -0.02], [-1.20, -3.64, 2.50], [-0.46, -2.77, 4.62], [-0.79, -1.05, 4.94], [5.45, -0.87, 4.65], [5.90, -2.52, 2.84], [4.07, -3.74, 1.76], [1.71, -3.39, 2.42]]}

=====

{"formula": "HN3O3S", "method": "ωB97M-V/def2-TZVPD", "gap_ev": [5.9891, 5.9912], "relative_energy_kj_mol": 203.35, "e_tot_ev": -21460.5728, "e_lumo_ev": [7.2561, 7.2569], "total_charge": -2, "e_homo_ev": [1.27, 1.27], "species": ["N", "N", "N", "O", "O", "O", "S", "H"], "xyz": [[1.17, 0.32, 0.30], [1.57, -0.86, 0.07], [1.12, -1.92, -0.23], [-1.52, -2.94, -1.37], [-1.74, -0.50, -1.11], [-1.82, -1.98, 0.89], [-1.22, -1.77, -0.48], [0.14, 0.37, 0.17]]}

=====

Please write out number 1 again, unchanged.
{"formula": "C5H13ClSi", "method": "ωB97M-V/def2-TZVPD", "gap_ev": 6.2777, "relative_energy_kj_mol": 507.69, "e_tot_ev": -25792.9023, "e_lumo_ev": -2.0766, "e_homo_ev": -8.35, "species": ["C", "C", "C", "C", "C", "Si", "Cl", "H", "H", "H", "H", "H", "H", "H", "H", "H", "H", "H", "H", "H"], "xyz": [[0.75, -2.85, -0.33], [0.51, 2.44, 0.42], [-1.53, 1.65, -0.68], [-0.43, -2.22, 0.44], [-0.15, 1.16, -0.17], [-0.15, -0.44, 1.01], [3.01, 0.15, -0.62], [1.74, -2.82, 0.07], [0.49, -3.80, -0.62], [0.86, -2.23, -1.20], [0.85, 3.08, -0.49], [-0.13, 3.07, 1.05], [1.35, 2.05, 1.03], [-2.06, 2.20, 0.13], [-2.15, 0.85, -1.16], [-1.33, 2.41, -1.52], [-0.74, -2.73, 1.41], [-1.18, -2.49, -0.31], [0.64, 0.92, -1.01], [-0.36, -0.41, 2.57]]}